1.
Computed, not measured: one molecule with the formula C21H25FN4OS, with ωB97M-V with the def2-TZVPD basis set.

Values from the calculation:
total charge: 0
LUMO energy: 0.65 eV
gap between HOMO and LUMO: 8.18 eV
structure (SMILES): CN(C)CCNc1nc2sc3c(c2c(=O)n1-c1ccc(F)cc1)CCCCC3

```
53
Properties=species:S:1:pos:R:3:forces:R:3:nbo_charge:R:1
S -1.7938 0.8096 -2.6724 -0.1 0.1 0.5 0.42
F 1.9911 -2.9766 5.6375 -0.1 0.1 -0.1 -0.32
O -1.1355 0.6533 2.2480 0.0 0.0 0.1 -0.62
N -0.0204 -0.8570 0.9618 0.0 0.0 -0.1 -0.48
N 3.7383 -1.6945 -2.2114 0.0 -0.1 0.0 -0.43
N 1.1847 -2.4009 -0.3051 0.2 -0.1 0.5 -0.60
N -0.1864 -0.9264 -1.3858 0.3 -0.4 -0.3 -0.58
C 0.6467 -3.2305 3.7247 0.2 0.0 0.2 -0.28
C -4.3551 3.0754 0.5066 0.1 0.2 0.1 -0.39
C 1.3635 -0.6533 2.9486 -0.1 -0.2 -0.1 -0.19
C -2.9241 2.6178 0.7846 -0.3 0.0 0.1 -0.44
C -0.9034 0.2458 1.1267 -0.1 0.0 -0.2 0.67
C 0.3060 -1.3795 -0.2688 -0.2 0.1 -0.3 0.63
C -4.4352 4.3325 -0.3609 0.0 -0.1 0.0 -0.39
C -3.5031 4.3124 -1.5728 -0.2 0.0 -0.1 -0.39
C -1.0428 0.1031 -1.2919 -0.2 0.3 0.5 0.08
C 3.2352 -2.9093 -1.6001 -0.2 0.1 -0.2 -0.22
C 0.5120 -1.4149 2.1581 0.2 -0.2 0.4 0.20
C 3.4079 -0.5034 -1.4577 -0.1 0.0 -0.1 -0.42
C 1.8616 -1.1757 4.1278 0.0 -0.1 0.1 -0.27
C 1.4987 -2.4590 4.4956 -0.1 0.0 -0.2 0.40
C -2.3496 1.8072 -0.3366 0.0 0.1 -0.2 -0.01
C 1.7054 -2.9651 -1.5280 0.2 -0.2 -0.2 -0.24
C -2.6382 1.9652 -1.6540 0.2 -0.3 -0.1 -0.17
C -1.4290 0.7318 -0.1160 0.1 -0.2 -0.6 -0.28
C 5.1633 -1.7884 -2.4502 -0.1 0.0 0.0 -0.41
C 0.1456 -2.6979 2.5515 0.0 0.3 0.0 -0.23
C -3.5157 2.9759 -2.3172 0.0 0.2 0.0 -0.44
H 3.6485 -3.0591 -0.5816 0.0 0.0 -0.1 0.15
H 0.3757 -4.2220 4.0505 0.0 -0.1 0.1 0.24
H 3.8711 0.3560 -1.9388 0.0 0.1 0.0 0.20
H 5.3664 -2.6508 -3.0835 0.1 0.0 0.0 0.20
H 1.6181 -2.6862 0.5595 -0.1 0.1 -0.1 0.41
H 5.4947 -0.8925 -2.9718 0.1 0.0 0.0 0.20
H 2.5181 -0.6009 4.7611 0.1 0.0 0.1 0.23
H -5.4668 4.4517 -0.7014 0.0 0.1 0.0 0.20
H -4.8546 3.2822 1.4555 -0.1 -0.1 0.0 0.21
H -2.8982 2.0005 1.6836 0.0 0.1 -0.1 0.25
H 1.2685 -2.4114 -2.3585 0.1 -0.1 0.0 0.26
H -2.2862 3.4850 0.9787 0.0 0.0 0.1 0.21
H -2.4795 4.5250 -1.2603 0.0 0.0 0.0 0.20
H -4.5422 2.6027 -2.3896 0.0 0.0 -0.1 0.21
H 2.3316 -0.3535 -1.4670 0.0 0.1 0.0 0.21
H -3.8069 5.1073 -2.2574 0.1 0.0 0.0 0.21
H 1.6197 0.3488 2.6437 0.0 0.1 0.0 0.23
H 3.7595 -0.5495 -0.4131 0.0 0.0 0.0 0.16
H -4.1891 5.2061 0.2473 -0.1 0.0 0.0 0.20
H 5.7477 -1.8901 -1.5214 0.0 0.0 0.0 0.16
H -3.1541 3.1198 -3.3380 -0.1 0.0 0.0 0.22
H 3.5765 -3.7417 -2.2204 0.0 0.0 0.1 0.20
H 1.3862 -4.0115 -1.5889 0.0 0.1 -0.1 0.20
H -4.8958 2.2567 0.0280 -0.1 0.0 0.0 0.20
H -0.5370 -3.2702 1.9411 -0.1 0.0 -0.1 0.23
```
Positions in Å, forces in eV/Å.

2.
Computed, not measured: C6H8O3 as an isolated structure, with ωB97M-V with the def2-TZVPD basis set.

Values from the calculation:
total charge: 0
LUMO energy: -2.39 eV
gap between HOMO and LUMO: 7.02 eV

```
17
Properties=species:S:1:pos:R:3:forces:R:3:nbo_charge:R:1
O -0.2128 -1.9800 1.7112 3.0 4.1 -4.4 -0.48
O -1.6543 0.1221 -0.0229 0.5 2.6 2.5 -0.50
O 1.7196 0.6811 1.1049 -0.8 0.2 4.2 -0.53
C 0.6408 0.1367 0.4769 3.4 2.7 2.1 -0.01
C 0.1035 -1.1775 0.7292 -5.6 -5.5 3.6 0.54
C -0.9382 -0.9915 -0.4540 1.9 2.0 1.9 0.00
C -0.6085 0.9076 0.7142 -3.9 0.8 1.2 -0.09
C -0.1442 -0.5292 -1.5589 -0.3 -0.1 -3.7 -0.48
C 0.9392 0.2412 -0.9915 3.1 6.8 0.8 -0.33
H -1.6408 -1.6648 -0.5514 -3.0 -4.2 -0.9 0.21
H 0.5754 1.6081 -1.0197 1.8 -4.1 -0.9 0.20
H 1.1203 0.8169 2.9247 1.1 -0.4 -3.6 0.30
H 2.1712 0.1938 -1.1167 -3.6 -0.4 -0.4 0.27
H -0.7848 1.9965 0.5790 1.1 -0.5 -1.5 0.23
H -0.8371 1.0038 1.8054 0.1 -1.4 0.0 0.19
H 0.2470 -1.3779 -1.9827 1.1 -2.2 -1.6 0.22
H -0.6962 0.0130 -2.3478 0.1 -0.4 0.5 0.24
```
Positions in Å, forces in eV/Å.

3.
Computed, not measured: an isolated ion of composition C2H8N3S and charge +1, with ωB97M-V with the def2-TZVPD basis set.

Values from the calculation:
total charge: +1
LUMO energy: -3.57 eV
gap between HOMO and LUMO: 9.48 eV
structure (SMILES): N[C@@H]1N[NH2+]CS1

```
14
Properties=species:S:1:pos:R:3:forces:R:3:nbo_charge:R:1
S 1.0584 -0.4543 1.4035 -0.9 0.1 -1.0 -0.01
N -0.7374 0.0932 -0.6950 -0.4 0.1 -0.8 -0.43
N -0.9741 0.9057 0.4398 0.1 0.2 0.3 -0.35
N 0.7683 -1.5506 -1.3824 0.0 0.0 -0.6 -0.79
C 0.3167 1.1808 1.1810 0.9 -0.6 0.3 -0.40
C -0.0260 -1.0980 -0.3858 0.8 0.0 1.9 0.17
H 0.9397 1.8389 0.5715 -0.3 0.0 -0.1 0.23
H 1.4562 -0.9273 -1.7775 0.1 0.0 0.1 0.40
H 1.0542 -2.5163 -1.3608 -0.1 0.0 0.0 0.42
H -1.4597 1.7708 0.1576 0.1 -0.4 0.0 0.45
H 0.1153 1.6368 2.1477 -0.2 0.1 -0.1 0.26
H -1.5950 0.3752 1.0756 0.2 0.2 -0.3 0.45
H -0.2667 0.6120 -1.4364 -0.2 0.2 0.3 0.39
H -0.6499 -1.8668 0.0612 0.1 0.1 -0.1 0.23
```
Positions in Å, forces in eV/Å.

4.
Computed, not measured: a 2-piece molecular cluster, C4H8INO2 overall, with ωB97M-V with the def2-TZVPD basis set.

Values from the calculation:
total charge: 0
spin multiplicity: 3
LUMO energy (spin up / spin down): 0.69 / -3.38 eV
gap between HOMO and LUMO (spin up / spin down): 5.60 / 5.33 eV

```
16
Properties=species:S:1:pos:R:3:forces:R:3:nbo_charge:R:1
I 3.1092 -0.1952 0.1179 3.5 -1.4 -0.2 0.24
O -1.7860 1.6751 1.2405 -0.4 -0.1 1.7 -0.52
O -1.5256 2.1121 -0.9911 0.1 0.4 -1.7 -0.53
N 0.0005 -0.1827 0.0077 -1.4 -0.9 -0.3 -0.48
C 1.0170 0.7072 0.2657 -2.0 2.0 0.6 -0.50
C -0.0931 -0.6569 -1.3520 0.2 -0.1 0.0 -0.41
C -0.1628 -1.2014 1.0194 0.0 0.0 -0.1 -0.41
C -1.6320 1.8692 0.1228 -0.1 -0.1 0.2 1.05
H 0.9964 1.0752 1.2874 0.0 0.2 0.2 0.20
H 0.7662 -1.2849 -1.6237 0.0 -0.1 -0.2 0.17
H 1.0735 1.5130 -0.4568 0.1 0.3 -0.2 0.20
H -0.1334 0.1952 -2.0291 0.0 0.0 0.0 0.21
H -1.0059 -1.2387 -1.4675 0.0 0.0 -0.1 0.20
H 0.7439 -1.8162 1.1163 -0.1 -0.1 0.1 0.17
H -0.3672 -0.7229 1.9784 0.0 0.0 0.0 0.21
H -1.0007 -1.8481 0.7641 0.0 0.0 0.0 0.20
```
Positions in Å, forces in eV/Å.

5.
Computed, not measured: one molecule with the formula C5H8N2, with ωB97M-V with the def2-TZVPD basis set.

Values from the calculation:
total charge: 0
LUMO energy: 0.91 eV
gap between HOMO and LUMO: 8.47 eV

```
15
Properties=species:S:1:pos:R:3:forces:R:3:nbo_charge:R:1
N -1.2477 0.4370 0.3369 -0.1 0.4 0.5 -0.10
N -1.3029 1.2630 1.2222 -0.2 -0.5 -0.2 -0.27
C 0.8741 1.4912 -0.3416 0.4 -0.1 -0.2 -0.15
C -0.1052 0.4206 -0.6319 -0.1 0.1 -0.2 -0.16
C -2.3096 -0.5509 0.0397 -0.2 -0.1 0.1 -0.46
C 2.2750 -0.7031 0.2778 0.1 0.0 0.1 -0.65
C 1.2675 0.2753 -0.1437 0.1 0.2 0.0 0.04
H 3.2348 -0.2003 0.3995 0.0 -0.2 0.1 0.23
H -1.8758 -1.5539 -0.0188 -0.1 0.1 0.0 0.20
H -2.7841 -0.3119 -0.9196 0.1 0.0 0.2 0.21
H 1.9609 -1.1332 1.2309 0.2 -0.1 0.0 0.24
H 1.0798 2.5471 -0.2593 -0.2 -0.2 -0.2 0.24
H -3.0213 -0.4685 0.8573 0.0 -0.1 -0.1 0.23
H -0.4216 -0.0049 -1.5905 0.1 0.5 0.0 0.18
H 2.3761 -1.5075 -0.4587 0.0 0.1 0.2 0.23
```
Positions in Å, forces in eV/Å.

6.
Computed, not measured: one molecule with the formula C2H4N4S, with ωB97M-V with the def2-TZVPD basis set.

Values from the calculation:
total charge: 0
LUMO energy: 0.50 eV
gap between HOMO and LUMO: 9.67 eV
structure (SMILES): SCc1nn[nH]n1

```
11
Properties=species:S:1:pos:R:3:forces:R:3:nbo_charge:R:1
S 0.8761 -1.8698 -1.1246 -2.3 3.0 -2.1 -0.04
N -1.1460 1.7764 -0.1116 -0.2 -2.3 4.5 -0.10
N -0.0832 1.2162 -0.4598 3.5 -1.0 -2.2 -0.26
N -0.6743 0.4052 1.4141 -4.8 1.5 4.0 -0.27
N -1.6048 1.3823 1.0813 2.4 -2.0 -0.2 -0.08
C 0.2373 0.3409 0.5543 0.8 -0.7 -4.2 0.27
C 1.1719 -0.8752 0.3552 2.3 1.9 -0.5 -0.58
H 2.2730 -0.6174 0.3629 -1.1 0.7 -0.6 0.23
H -1.5893 2.5182 -0.5099 -1.2 2.4 -1.9 0.41
H 1.2838 -1.5775 1.1364 -1.3 -0.5 1.4 0.25
H 0.1173 -0.6611 -1.9207 1.9 -2.9 1.8 0.17
```
Positions in Å, forces in eV/Å.

Going through the records in order, we get E values of -43744.5671, -12484.3009, -17501.0962, -17959.8170, -8290.2545, -18931.2741 eV.
Going through the records in order, we get ΔE to the lowest compared entry with this formula, charge and spin values of 0.0, 226.3, 30.2, 0.0, 109.3, 75.6 kcal per mole.